Density functional theory data (ωB97M-V/def2-TZVPD) for the ion C3H5Cl2N2 with charge +1.

Properties
Net charge: +1
Orbital gap (eV): 8.463
HOMO level (eV): -13.4

Cartesian coordinates (Å):
C  0.1004  1.1222  -0.5791
C  -0.0630  -0.0693  -0.0290
C  0.7799  -0.3532  1.0966
N  0.6833  -1.4465  1.8847
N  -0.7772  1.3678  -1.6878
Cl  -1.1452  -1.5971  -0.5239
Cl  2.0923  0.5971  1.3726
H  1.2456  -1.5146  2.7867
H  0.2060  -2.2478  1.5073
H  -0.6032  2.1502  -2.3420
H  -1.7581  1.4130  -1.1903
H  -0.7608  0.5781  -2.2958

Forces on atoms 1 to 2 (eV/Å):
0.61 0.42 0.06
-0.20 -1.85 0.31

=====

Density functional theory data (ωB97M-V/def2-TZVPD) for a cluster of 12 separate species, C23H70N4O12 in total.

Properties
Orbital gap (eV): 9.768
SMILES string: NC(N)=O.NC(N)=O.CC(C)O.CCO.CCO.CCO.CCO.CCO.CCO.CCO.CCO.CCO
HOMO level (eV): -9.5

Cartesian coordinates (Å):
C  -1.1547  -1.7670  -3.6231
C  -1.8676  -1.0257  -4.7239
O  -1.2037  0.2298  -5.0101
H  -1.5395  -2.7871  -3.5413
H  -1.2954  -1.3246  -2.6345
H  -0.0789  -1.7942  -3.8077
H  -2.8919  -0.7245  -4.4995
H  -1.8917  -1.6104  -5.6486
H  -0.3684  -0.0031  -5.4315
C  2.3041  -3.9330  2.2507
C  3.2725  -3.7298  1.0933
O  2.5937  -3.5863  -0.1256
H  2.7934  -3.8380  3.2228
H  1.7839  -4.8881  2.1613
H  1.5119  -3.1770  2.2345
H  3.9750  -4.5685  1.0994
H  3.9445  -2.8803  1.2875
H  1.9692  -2.8537  0.0004
C  -3.7741  1.5983  3.6648
C  -2.3548  2.1653  3.4905
O  -1.9320  2.1189  2.1135
H  -4.1451  1.7898  4.6711
H  -3.6982  0.5126  3.5488
H  -4.5213  1.8846  2.9251
H  -1.6768  1.6277  4.1473
H  -2.3431  3.2241  3.7601
H  -2.4555  2.8204  1.7114
C  0.1153  3.6487  0.1693
C  0.0955  5.1656  0.0850
O  -0.9925  5.6679  0.8189
H  -0.7755  3.2095  -0.2851
H  0.1259  3.3917  1.2296
H  0.9661  3.1423  -0.2851
H  0.0472  5.4833  -0.9630
H  1.0954  5.4993  0.3915
H  -1.0204  6.6259  0.7654
C  -1.3888  -4.6337  0.4888
C  -1.4316  -4.0032  -0.8898
O  -1.6394  -4.9451  -1.9261
H  -0.6993  -5.4818  0.5313
H  -2.3757  -5.0285  0.7469
H  -1.0741  -3.9488  1.2758
H  -0.4630  -3.5156  -1.0562
H  -2.1712  -3.2029  -0.9122
H  -0.9769  -5.6371  -1.8491
C  4.3543  -0.3096  -1.7804
C  3.0416  0.4246  -1.9762
O  2.1894  -0.5826  -2.5494
H  5.1071  0.3659  -1.3413
H  4.8525  -0.5229  -2.7285
H  4.3529  -1.2020  -1.1599
H  3.1131  1.1732  -2.7652
H  2.6630  0.8890  -1.0644
H  1.5581  -0.9260  -1.8960
C  1.2352  2.5986  -4.2314
C  1.5377  3.9522  -3.6120
O  1.8879  4.8981  -4.6137
H  0.7703  1.8823  -3.5415
H  2.1279  2.0749  -4.5800
H  0.5192  2.6035  -5.0568
H  2.3707  3.8259  -2.9122
H  0.6648  4.3586  -3.1000
H  2.8422  4.9262  -4.7104
C  0.6113  -3.9278  5.9597
C  -0.1346  -4.3724  4.7198
O  -0.6186  -3.2247  3.9961
H  -0.0592  -3.4619  6.6842
H  1.3793  -3.1881  5.7371
H  1.0475  -4.8214  6.4129
H  -0.9872  -4.9914  4.9996
H  0.5325  -4.9117  4.0509
H  -1.5198  -3.0295  4.2647
C  -3.8098  3.5297  -3.0722
C  -2.4757  2.9975  -3.6081
O  -2.1268  1.7439  -2.9596
H  -3.9419  4.5557  -3.4088
H  -3.8080  3.4453  -1.9898
H  -4.6257  2.9044  -3.4329
H  -1.6536  3.6895  -3.4226
H  -2.6211  2.7451  -4.6597
H  -1.6283  1.2542  -3.6579
C  -4.4933  0.1565  -0.6785
O  -5.5530  -0.2865  -0.2628
N  -3.8217  1.2363  -0.1554
N  -3.8287  -0.3752  -1.7564
H  -4.1125  1.5910  0.7337
H  -3.2060  1.7423  -0.7654
H  -4.3697  -1.0698  -2.2412
H  -3.0525  0.1577  -2.1371
C  0.1567  -0.5273  0.5511
O  1.0480  -1.1947  0.0139
N  -0.3316  -0.7767  1.7930
N  -0.5030  0.4957  -0.0691
H  -0.0683  -1.5294  2.4079
H  -0.8217  0.0221  2.1665
H  -0.1464  0.7324  -0.9811
H  -1.3894  0.8508  0.2419
C  3.5987  0.9033  1.7460
C  3.9710  0.4004  3.1353
C  2.8311  -0.3668  3.7925
O  5.2107  -0.2595  3.0806
H  4.5518  1.2441  1.3331
H  2.8691  1.7087  1.7460
H  3.2639  0.0644  1.1308
H  4.0665  1.2698  3.8054
H  1.8573  0.0748  3.5749
H  2.9691  -0.4295  4.8733
H  2.7516  -1.3752  3.3702
H  5.4119  -0.7435  3.8847

Forces on atoms 1 to 2 (eV/Å):
-0.23 -0.35 0.39
0.18 0.52 -0.36

=====

Density functional theory data (ωB97M-V/def2-TZVPD) for a cluster of 3 separate species, C42H82Cl2F2N7O5PS3 in total.

Properties
⟨S²⟩: 2.01
Orbital gap (alpha / beta) (eV): 7.954 / 8.005
Spin multiplicity: 3
HOMO level (alpha / beta) (eV): -8.3 / -8.4

Cartesian coordinates (Å):
C  3.8439  -6.9153  4.8274
C  2.6185  -6.2239  4.2057
C  2.1012  -5.1126  5.1449
C  0.6703  -4.7440  4.7519
N  0.5544  -4.4444  3.3011
C  0.7828  -3.0031  3.0810
C  0.5659  -2.5405  1.6208
C  1.8281  -1.9119  0.9992
C  1.5353  -0.6655  0.1207
N  2.2208  -0.8473  -1.1536
C  2.3398  0.3513  -1.9573
F  1.3900  1.2525  -1.6550
C  3.7060  1.0431  -1.6387
C  3.6325  2.5496  -1.4307
C  4.2219  3.0841  -0.1533
N  3.1559  3.3829  -2.2426
C  2.2088  -0.1049  -3.4553
F  1.7338  0.9676  -4.1589
O  3.3484  -0.7549  -3.8948
C  4.1427  -0.2763  -4.9724
C  4.5915  1.2421  -4.9164
N  6.0494  1.4616  -4.8807
C  3.3767  -0.4978  -6.3059
C  3.0515  -1.9611  -6.5923
N  1.9684  -2.0508  -7.5941
C  5.4514  -1.0824  -5.1399
Cl  6.1144  -1.2778  -6.7436
C  6.1803  -1.6145  -4.1927
C  7.4534  -2.3715  -4.4497
Cl  5.7722  -1.4767  -2.5013
P  0.7930  -1.3919  -3.5139
O  1.3684  -2.8363  -3.1362
O  0.3731  -1.5361  -5.0636
S  -0.7969  -0.9170  -2.5377
C  -0.7450  -4.8410  2.8998
S  -0.9908  -5.7378  1.5787
S  -2.2059  -4.3762  3.8738
C  -2.8247  -5.9807  4.4677
C  -3.7091  -5.7753  5.6991
C  -4.5121  -7.0450  6.0434
H  4.3064  -6.3269  5.6187
H  3.5145  -7.8495  5.2856
H  4.6160  -7.1656  4.1026
H  2.8872  -5.7441  3.2693
H  1.8180  -6.9348  4.0189
H  2.7890  -4.2678  5.1119
H  2.0828  -5.5238  6.1544
H  0.2801  -3.8964  5.3264
H  0.0476  -5.5940  5.0190
H  1.8267  -2.8252  3.3229
H  0.1285  -2.4048  3.7283
H  -0.2441  -1.8104  1.6110
H  0.2412  -3.3643  0.9955
H  2.6058  -1.6891  1.7291
H  2.2609  -2.6659  0.3374
H  1.9077  0.2016  0.6835
H  0.4626  -0.5657  0.0056
H  3.1270  -1.2741  -1.0132
H  4.0556  0.6238  -0.6965
H  4.4917  0.8480  -2.3595
H  4.3778  4.1513  -0.2883
H  3.5389  2.9717  0.6879
H  5.2051  2.6594  0.0464
H  2.7865  2.8707  -3.0496
H  4.2283  1.6792  -5.8438
H  4.1141  1.7928  -4.1136
H  6.3077  2.1336  -5.5932
H  6.2550  1.9339  -4.0055
H  2.4081  0.0074  -6.2794
H  3.8987  -0.0307  -7.1332
H  2.7630  -2.4950  -5.6809
H  3.8898  -2.5093  -7.0157
H  1.4284  -2.8805  -7.3784
H  1.3350  -1.2669  -7.4924
H  7.6728  -2.9519  -3.5577
H  8.2596  -1.6854  -4.6890
H  7.2865  -3.0989  -5.2353
H  2.3411  -2.8214  -3.1395
H  -0.5509  -1.2370  -5.1104
H  -1.9857  -6.5927  4.7957
H  -3.3654  -6.5259  3.6990
H  -4.4174  -4.9701  5.5184
H  -3.0695  -5.5463  6.5470
H  -5.4584  -6.7166  6.4725
H  -4.7581  -7.6403  5.1662
H  -4.0360  -7.6438  6.8132
C  -3.4255  -0.3059  5.2077
C  -4.6131  -1.0404  5.8960
C  -5.4124  -1.8777  4.8843
C  -6.4516  -1.1203  4.0597
C  -7.3071  -0.2284  4.9547
C  -6.4548  0.7141  5.8043
N  -5.4545  -0.0409  6.6178
O  -6.0741  -0.6311  7.5854
C  -5.7721  1.7329  4.8713
C  -7.3559  1.5604  6.7008
C  -3.9428  -2.0324  6.8494
H  -3.5009  0.7767  5.2701
H  -2.4779  -0.5412  5.6934
H  -3.3321  -0.5732  4.1534
H  -5.9451  -2.6713  5.4202
H  -4.7242  -2.3901  4.2080
H  -5.9655  -0.5343  3.2751
H  -7.0937  -1.8371  3.5430
H  -7.9979  0.3526  4.3395
H  -7.9294  -0.8567  5.5997
H  -5.1393  2.4193  5.4367
H  -6.5279  2.3319  4.3617
H  -5.1704  1.2755  4.0892
H  -7.9992  0.9550  7.3375
H  -8.0057  2.1874  6.0900
H  -6.7632  2.2187  7.3387
H  -3.4095  -1.5195  7.6519
H  -3.2197  -2.6419  6.3033
H  -4.6546  -2.7206  7.3053
C  -1.5267  7.5295  -6.1247
C  -1.0358  7.9256  -4.7013
C  0.4769  8.2123  -4.6915
C  1.3852  6.9872  -4.5926
C  0.9144  6.0495  -3.4848
C  -0.5511  5.6568  -3.6527
N  -1.4326  6.8609  -3.7331
O  -1.5299  7.3791  -2.5541
C  -0.6814  4.7754  -4.9106
C  -0.9755  4.7425  -2.5052
C  -1.7337  9.2554  -4.4115
H  -1.9371  6.5241  -6.1687
H  -2.3433  8.1711  -6.4565
H  -0.7303  7.5967  -6.8682
H  0.7103  8.8592  -3.8396
H  0.7426  8.7869  -5.5813
H  1.4302  6.4653  -5.5529
H  2.4064  7.3118  -4.3801
H  1.5387  5.1549  -3.4746
H  1.0674  6.5345  -2.5160
H  -1.7191  4.4809  -5.0775
H  -0.1001  3.8606  -4.7816
H  -0.3075  5.2474  -5.8168
H  -0.8158  5.1969  -1.5286
H  -0.3951  3.8195  -2.5289
H  -2.0304  4.4739  -2.5907
H  -2.8140  9.1262  -4.3269
H  -1.5388  9.9529  -5.2272
H  -1.3742  9.7224  -3.4955

Forces on atoms 1 to 2 (eV/Å):
-0.36 -0.44 -0.05
0.73 0.78 0.63

=====

Density functional theory data (ωB97M-V/def2-TZVPD) for a cluster of 2 separate species, CH6NOP in total.

Properties
Orbital gap (eV): 9.227
SMILES string: N=[PH3].C=O
HOMO level (eV): -8.8

Cartesian coordinates (Å):
C  2.1477  0.3306  -0.0663
N  -1.5790  0.9756  -0.2825
O  1.4049  -0.5807  0.3036
P  -1.3852  -0.4921  -0.0346
H  -0.5003  -0.8451  -1.0380
H  3.2615  0.0910  0.0975
H  2.0413  1.3738  -0.4512
H  -1.9560  1.5670  0.5384
H  -0.9938  -1.0844  1.1546
H  -2.4410  -1.3358  -0.2216

Forces on atoms 1 to 2 (eV/Å):
1.88 -2.48 1.69
-1.26 5.07 2.22

=====

Table of F_max (eV Å⁻¹), in record order: 3.09, 2.37, 2.83, 5.68